(1)
Density functional theory data (ωB97M-V/def2-TZVPD) for a molecular structure, C9H18NORb in a non-equilibrium geometry.

Structure (ORCA input):
```
! wB97M-V def2-TZVPD RIJCOSX def2/J DEFGRID3
* xyz -1 2
Rb 4.296 0.632 -1.062
C 0.961 -1.485 1.307
C -0.121 -1.419 0.260
C -1.450 -1.037 0.928
C -1.476 0.463 1.309
C -1.242 1.335 0.121
C 0.111 1.116 -0.654
N 0.196 -0.388 -0.810
O 1.324 -0.749 -1.728
C 1.347 1.787 0.086
C -0.123 1.999 -1.970
C -0.316 -2.843 -0.430
H 1.075 -0.536 1.831
H 1.946 -1.751 0.922
H 0.710 -2.268 2.023
H -1.615 -1.590 1.852
H -2.295 -1.378 0.330
H -0.671 0.741 1.989
H -2.468 0.661 1.715
H -1.321 2.396 0.356
H -2.147 1.235 -0.478
H 2.115 2.168 -0.587
H 1.834 1.183 0.851
H 0.975 2.677 0.594
H -1.038 1.830 -2.539
H 0.769 1.932 -2.593
H -0.247 3.009 -1.579
H 0.563 -3.155 -0.993
H -1.091 -2.841 -1.197
H -0.602 -3.723 0.146
*
```

The orbital gap (spin up / spin down) is 0.1080 / 0.1891 Ha. As for the HOMO energy (spin up / spin down): -0.52 / -2.35 eV.


(2)
Density functional theory data (ωB97M-V/def2-TZVPD) for C4H10N4 in the gas phase in a non-equilibrium geometry.

Structure (ORCA input):
```
! wB97M-V def2-TZVPD RIJCOSX def2/J DEFGRID3
* xyz 0 1
C 0.456 0.477 -0.110
C -0.856 0.121 -0.202
C -1.649 1.246 -0.896
C 2.764 0.115 0.533
N 1.469 -1.545 -0.521
N 1.547 -0.296 -0.176
N -1.446 -0.849 0.427
N -2.746 -1.162 0.433
H 0.642 1.553 0.022
H -0.968 1.612 -1.684
H -1.893 1.959 -0.062
H -2.575 0.793 -1.398
H 3.558 0.681 0.050
H 2.540 0.672 1.527
H 3.237 -0.752 0.933
H 2.249 -2.162 -0.100
H -3.452 -0.457 0.275
H -2.877 -2.006 0.947
*
```

The orbital gap (spin up / spin down) is 0.2825 / 0.2794 Ha. As for the HOMO energy (spin up / spin down): -6.93 / -6.72 eV.


(3)
Density functional theory data (ωB97M-V/def2-TZVPD) for a molecular structure, C6H18ClF2O6Sr in a non-equilibrium geometry.

Structure (ORCA input):
```
! wB97M-V def2-TZVPD RIJCOSX def2/J DEFGRID3
* xyz -1 1
Sr -21.528 18.775 9.515
Cl -22.772 20.970 8.053
F -23.227 17.107 8.800
F -19.562 20.319 9.208
C -20.007 17.393 6.658
C -20.092 16.250 7.661
O -19.820 16.815 8.949
O -20.916 18.441 6.935
H -20.173 16.971 5.655
H -19.008 17.834 6.628
H -19.337 15.487 7.452
H -21.112 15.849 7.626
H -19.546 16.134 9.563
H -21.754 18.198 6.518
C -21.994 20.771 12.046
C -23.281 20.012 12.265
O -23.572 19.347 11.018
O -20.891 19.923 11.823
H -21.814 21.368 12.960
H -22.139 21.503 11.242
H -24.091 20.698 12.510
H -23.116 19.256 13.045
H -24.524 19.216 11.009
H -20.109 20.462 11.632
C -22.403 16.382 12.091
C -22.323 14.865 12.167
O -21.499 14.409 13.243
O -21.262 16.990 11.511
H -22.668 16.811 13.070
H -23.252 16.686 11.466
H -21.989 14.526 11.178
H -23.302 14.428 12.355
H -20.694 14.927 13.311
H -20.483 16.736 12.019
*
```

The orbital gap is 0.2294 Ha. As for the HOMO energy: -4.13 eV.


(4)
Density functional theory data (ωB97M-V/def2-TZVPD) for 5 unconnected molecules or ions with the total composition C14H37N4O7 in a non-equilibrium geometry.

Structure (ORCA input):
```
! wB97M-V def2-TZVPD RIJCOSX def2/J DEFGRID3
* xyz 3 1
C -3.012 -0.563 3.308
C -4.534 -0.342 3.508
C -5.194 -1.631 3.974
O -4.727 -1.771 5.278
C -5.290 -2.920 6.038
N -4.659 0.567 4.630
H -5.607 0.849 4.724
H -4.428 0.101 5.524
H -4.160 1.423 4.650
H -2.611 0.237 2.650
H -2.866 -1.400 2.683
H -2.488 -0.713 4.225
H -4.780 0.221 2.652
H -4.883 -2.562 3.429
H -6.286 -1.566 3.909
H -5.627 -3.613 5.325
H -6.143 -2.481 6.580
H -4.510 -3.460 6.656
C -1.405 -2.922 -0.783
C -0.995 -1.539 -1.254
O -1.187 -0.429 -0.894
N 0.097 -1.745 -2.335
H 0.947 -1.908 -1.749
H 0.062 -2.657 -2.822
C 0.147 -0.653 -3.396
H -1.698 -3.590 -1.642
H -2.153 -2.975 -0.028
H -0.530 -3.364 -0.339
H 1.101 -0.677 -3.845
H 0.053 0.370 -3.025
H -0.674 -0.852 -4.131
C 2.235 -1.430 1.028
C 2.966 -2.039 -0.141
O 2.319 -2.305 -1.192
N 4.310 -2.349 -0.084
H -2.353 4.705 6.361
H 4.881 -1.925 0.543
C 4.993 -2.989 -1.246
H 1.706 -0.520 0.717
H 2.864 -1.214 1.836
H 1.457 -2.182 1.376
H 5.754 -3.704 -0.977
H 5.480 -2.257 -1.855
H 4.252 -3.342 -1.891
C 3.103 5.221 -7.421
C 3.458 4.109 -6.562
O 3.082 3.796 -5.480
N 4.530 3.065 -7.215
H 4.095 2.171 -7.115
H 4.691 3.235 -8.177
C 5.855 3.187 -6.481
H 3.971 5.840 -7.552
H 2.292 5.792 -6.906
H 2.789 4.856 -8.378
H 6.610 2.644 -7.076
H 5.816 2.836 -5.427
H 6.114 4.240 -6.572
O -1.077 2.855 6.999
C -2.193 2.730 6.321
O -2.831 3.864 6.128
O -2.523 1.658 5.920
H -0.604 2.018 7.022
*
```

The orbital gap is 0.3592 Ha. As for the HOMO energy: -16.40 eV.


In the order shown, the computed total energy values come out to -507.675042; -377.256898; -1381.662199; -1300.449964 hartree.
In the order shown, the computed relative energy (zero: lowest compared OMol25 entry of this formula, charge and spin) values come out to 21.36; 119.17; 4.35; 0.00 kcal per mole.